Formula: C14H16
Source: the Open Molecules 2025 dataset
Level of theory: ωB97M-V/def2-TZVPD

The geometry in XYZ format:
```
30
Properties=species:S:1:pos:R:3:forces:R:3
C -1.4910 3.0976 -0.8339 0.38 0.99 0.09
C -1.7974 2.2193 0.3462 0.37 -1.03 -1.53
C -1.2734 2.5261 1.5812 -0.04 -0.07 1.44
C -1.4706 1.7102 2.7236 -0.15 0.41 -1.58
C -1.9379 0.4371 2.4818 -0.37 0.39 0.40
C -2.3698 0.0797 1.2005 -0.63 -0.37 0.98
C -2.3732 0.9464 0.1252 -0.02 0.30 1.71
H -1.8550 2.7779 -1.8058 -0.04 -0.50 0.11
H -0.4010 3.1895 -0.8730 -0.05 -0.04 -0.32
H -1.8498 4.1262 -0.7311 -0.11 -0.08 0.28
H -0.6546 3.4010 1.7458 -0.40 0.39 -0.31
H -1.3757 2.1596 3.7015 0.57 -0.38 0.15
H -2.0960 -0.2399 3.3121 0.00 -0.12 -0.09
H -2.8821 -0.8746 1.2045 0.14 -0.17 -0.67
H -2.8931 0.6070 -0.7529 0.22 0.38 -0.55
C 4.1805 -1.8651 -1.5493 -2.24 0.31 0.04
C 2.6795 -1.7404 -1.1997 0.75 0.89 0.41
C 2.2773 -0.8767 -0.1819 -0.67 0.11 0.12
C 0.9167 -0.6789 0.0721 0.51 -0.69 -0.65
C -0.0080 -1.4385 -0.6401 -0.75 0.41 -0.11
C 0.3552 -2.3335 -1.6525 0.44 1.22 1.22
C 1.7079 -2.4029 -1.9252 0.30 -1.29 -0.82
H 4.1973 -1.9643 -2.6305 0.54 -0.42 -0.06
H 4.5397 -2.7298 -1.0013 0.66 0.06 -0.22
H 4.6464 -0.9175 -1.2997 0.43 -0.21 0.26
H 2.9844 -0.3205 0.4206 0.25 -0.02 -0.17
H 0.5913 0.0726 0.7774 -0.10 -0.09 0.15
H -1.0519 -1.2206 -0.4423 0.09 -0.37 -0.07
H -0.3977 -2.8873 -2.1821 -0.02 -0.15 -0.24
H 2.0513 -3.0656 -2.7203 -0.07 0.11 0.02
```
Forces are in eV/Å.

Values from the calculation:
Max |F| = 2.26 eV/Å
Highest occupied orbital energy = -8.82 eV
Energy above the lowest of the compared OMol25 structures with the same formula, charge and spin = 76.12 kJ/mol
Charge = 0
E_LUMO = 0.964 eV
Orbital gap = 9.789 eV

Results of the Mulliken charge analysis, in e, for atoms 1 through 2: -1.44 0.98

---

Formula: C14H16
Source: the Open Molecules 2025 dataset
Level of theory: ωB97M-V/def2-TZVPD

The geometry in XYZ format:
```
30
Properties=species:S:1:pos:R:3:forces:R:3
C -1.6588 3.0418 3.0049 -0.44 -0.75 -1.89
C -1.8785 2.3764 1.5986 -1.56 2.23 1.06
C -2.4610 3.1123 0.5773 0.70 0.28 -1.93
C -2.5950 2.5652 -0.7378 -0.65 0.82 0.05
C -2.4223 1.2352 -0.9254 1.49 -1.16 3.74
C -1.9040 0.4533 0.2305 -1.22 0.10 -3.84
C -1.6018 1.0240 1.4131 0.66 0.21 0.64
H -1.8625 2.1943 3.6634 1.30 0.35 0.64
H -2.3734 3.7953 3.3368 -0.31 0.05 -0.72
H -0.7044 3.5749 2.8750 0.11 -0.75 1.14
H -2.6815 4.1871 0.5836 0.15 -0.43 0.84
H -2.8860 3.1635 -1.6377 0.11 -0.22 1.20
H -2.6120 0.7860 -1.8495 -0.10 -0.80 -1.18
H -1.7509 -0.5968 0.0049 0.16 0.07 0.44
H -1.0633 0.4697 2.1874 -0.44 0.06 -0.13
C 4.1197 -2.3012 -0.2071 -0.05 0.30 -4.27
C 2.7017 -2.2242 -0.7559 -0.97 1.02 0.40
C 2.3622 -1.4269 -1.8860 -0.07 -1.63 1.04
C 1.0663 -1.4062 -2.4154 1.19 0.91 0.50
C 0.0907 -1.7970 -1.5726 2.55 -2.14 2.32
C 0.3662 -2.5203 -0.3934 -0.31 -0.89 0.61
C 1.6602 -2.8605 -0.0253 0.72 1.48 -1.94
H 4.6275 -3.0328 -0.8858 0.04 0.21 1.09
H 4.2610 -2.4512 0.8012 -0.12 -0.91 2.17
H 4.6293 -1.3695 -0.4244 0.09 0.35 -0.12
H 3.0892 -0.8227 -2.3423 1.20 0.38 -0.70
H 0.8222 -0.9580 -3.3660 0.18 0.22 -0.05
H -0.8704 -1.7575 -1.7844 -4.39 0.55 -1.34
H -0.4774 -2.9148 0.2108 0.53 0.37 -0.53
H 2.0071 -3.5393 0.7216 -0.54 -0.27 0.77
```
Forces are in eV/Å.

Values from the calculation:
Max |F| = 4.63 eV/Å
Highest occupied orbital energy = -8.72 eV
Energy above the lowest of the compared OMol25 structures with the same formula, charge and spin = 186.89 kJ/mol
Charge = 0
E_LUMO = 0.958 eV
Orbital gap = 9.676 eV

Results of the Mulliken charge analysis, in e, for atoms 1 through 2: -1.30 0.83

---

Formula: C14H16
Source: the Open Molecules 2025 dataset
Level of theory: ωB97M-V/def2-TZVPD

The geometry in XYZ format:
```
30
Properties=species:S:1:pos:R:3:forces:R:3
C -4.7508 -1.2629 1.7730 2.02 2.12 4.49
C -3.9007 -1.2000 0.6579 4.52 0.48 -4.43
C -2.6656 -0.4938 0.8019 0.54 0.73 -0.11
C -1.5798 -0.4164 -0.1029 -2.02 -3.50 -0.91
C -1.7163 -1.3981 -1.1492 1.83 0.68 -0.13
C -2.8978 -2.0910 -1.4044 -0.33 0.90 -0.74
C -4.0210 -1.8578 -0.6058 -1.30 -0.71 1.09
H -4.7057 -0.2650 2.3633 0.16 -1.53 -0.76
H -4.3898 -2.0362 2.4805 -0.60 0.20 -0.33
H -5.7133 -1.3189 1.5498 -4.37 -1.00 -0.93
H -2.5203 0.0662 1.7096 -0.24 0.21 0.42
H -0.6220 0.0757 0.0377 -0.48 0.20 0.23
H -0.8089 -1.6462 -1.7725 -1.16 0.49 0.51
H -2.9953 -2.6683 -2.3559 0.14 0.36 1.11
H -5.0160 -2.3020 -0.9098 1.25 0.38 0.49
C 3.6101 2.1431 1.7693 -0.42 -0.11 1.96
C 3.1807 1.5117 0.4327 0.40 0.73 0.54
C 2.1043 0.6648 0.1320 0.07 -0.88 2.93
C 1.9626 0.1149 -1.1187 1.23 0.27 -0.34
C 2.8414 0.5320 -2.1114 -0.02 -2.09 -1.79
C 3.8523 1.4333 -1.8840 1.44 0.19 -0.65
C 4.0499 1.8443 -0.5948 0.24 1.92 0.42
H 4.7065 2.0989 1.9038 -0.40 0.02 -0.50
H 3.2651 1.6734 2.7450 -0.13 0.09 -1.42
H 3.3428 3.2246 1.9264 0.03 -0.92 -0.68
H 1.5751 0.1817 1.0142 0.30 0.93 -1.20
H 1.4192 -0.7946 -1.2848 -0.69 0.04 -0.02
H 2.8990 -0.1349 -3.0127 -0.36 1.17 0.52
H 4.6504 1.7302 -2.6163 -1.23 -0.53 0.41
H 4.8439 2.5913 -0.3738 -0.41 -0.83 -0.17
```
Forces are in eV/Å.

Values from the calculation:
Max |F| = 6.35 eV/Å
Highest occupied orbital energy = -8.68 eV
Energy above the lowest of the compared OMol25 structures with the same formula, charge and spin = 205.76 kJ/mol
Charge = 0
E_LUMO = 0.915 eV
Orbital gap = 9.596 eV

Results of the Mulliken charge analysis, in e, for atoms 1 through 2: -1.38 0.56

---

Formula: C14H16
Source: the Open Molecules 2025 dataset
Level of theory: ωB97M-V/def2-TZVPD

The geometry in XYZ format:
```
30
Properties=species:S:1:pos:R:3:forces:R:3
C 1.8183 2.9181 0.4225 -0.83 0.83 -1.12
C 1.8037 1.4280 0.6531 0.30 -0.28 -0.39
C 1.0990 0.8126 1.6893 -1.01 1.37 -0.99
C 0.7997 -0.5342 1.6272 1.50 -1.25 0.64
C 1.3706 -1.3520 0.6440 -0.46 1.39 -0.13
C 2.0374 -0.7229 -0.3973 0.90 -0.44 -0.51
C 2.3172 0.6271 -0.3785 -0.68 0.68 1.31
H 2.0921 3.1499 -0.6137 0.30 -0.44 -0.03
H 2.4308 3.6278 0.9703 0.07 -0.44 0.79
H 0.7823 3.3018 0.3923 0.25 -0.12 0.64
H 0.5284 1.5147 2.3015 0.31 -0.52 0.51
H 0.3210 -1.0512 2.4460 -0.51 0.28 0.05
H 1.1438 -2.3993 0.5988 0.09 -0.23 0.10
H 2.3573 -1.2754 -1.2746 0.09 -0.24 0.16
H 2.8615 1.1879 -1.1098 0.22 -0.39 -0.79
C -1.7240 1.7952 -1.0587 0.28 1.80 -1.35
C -1.6259 0.3556 -0.7925 -0.92 -1.08 0.15
C -2.3580 -0.2180 0.2528 0.19 0.45 0.94
C -2.1742 -1.5281 0.6479 -0.10 -0.72 -1.11
C -1.4230 -2.3930 -0.1525 -0.41 -0.10 0.28
C -0.8223 -1.8655 -1.2671 -0.12 -0.37 -1.67
C -0.9983 -0.5270 -1.6499 1.51 -0.05 0.76
H -2.2691 1.9850 -1.9770 -0.44 -0.20 -0.35
H -0.8127 2.3871 -1.2833 0.13 -0.90 0.47
H -2.2461 2.3806 -0.3280 -0.31 -0.04 0.77
H -3.0605 0.4043 0.8039 0.30 0.04 0.15
H -2.6689 -1.9684 1.4823 -0.51 0.11 0.60
H -1.3787 -3.4779 0.0441 0.17 0.75 0.11
H -0.2575 -2.5533 -1.9156 -0.21 0.50 0.21
H -0.4316 -0.0878 -2.4667 -0.11 -0.36 -0.19
```
Forces are in eV/Å.

Values from the calculation:
Max |F| = 2.27 eV/Å
Highest occupied orbital energy = -8.51 eV
Energy above the lowest of the compared OMol25 structures with the same formula, charge and spin = 102.08 kJ/mol
Charge = 0
E_LUMO = 0.907 eV
Orbital gap = 9.415 eV

Results of the Mulliken charge analysis, in e, for atoms 1 through 2: -1.47 1.01

---

Formula: C14H16
Source: the Open Molecules 2025 dataset
Level of theory: ωB97M-V/def2-TZVPD

The geometry in XYZ format:
```
30
Properties=species:S:1:pos:R:3:forces:R:3
C 2.5895 2.5273 1.6352 4.46 0.95 2.28
C 1.2700 2.0931 1.2850 -0.68 -1.27 0.80
C 0.5848 1.0960 1.9969 0.04 -0.42 -0.79
C -0.7495 0.8381 1.6841 1.03 -2.64 1.39
C -1.5193 1.5428 0.8150 -0.63 2.79 -0.87
C -0.8294 2.5892 0.1528 0.31 0.66 -0.78
C 0.5885 2.7292 0.3214 -2.70 2.51 -3.05
H 2.7645 2.3739 2.7455 -0.42 0.36 -0.98
H 2.8550 3.6113 1.4541 -0.79 -1.06 0.02
H 3.5139 2.0026 1.2707 -1.13 -0.05 -0.41
H 1.1442 0.3983 2.6459 -0.47 0.66 -0.14
H -1.1312 -0.1106 2.0808 -0.21 0.57 0.25
H -2.6334 1.4369 0.8181 1.25 -0.07 -0.42
H -1.2755 3.4156 -0.5178 0.28 -1.88 1.04
H 1.0410 3.5008 -0.4033 -0.34 -1.15 1.60
C 1.1235 -0.9204 -2.6460 2.08 1.99 -0.90
C 0.2249 -1.5908 -1.7100 -0.99 0.21 -0.42
C 0.6667 -2.0307 -0.4779 0.67 -0.48 -0.11
C -0.2141 -2.6026 0.4121 -0.32 -0.64 0.36
C -1.5852 -2.6428 0.0816 0.79 -0.56 0.61
C -1.9781 -2.3411 -1.1912 -1.38 1.65 -1.35
C -1.0929 -1.7452 -2.1337 0.53 -1.71 4.02
H 1.4021 -1.5605 -3.4956 0.13 0.07 0.29
H 2.0785 -0.4806 -2.1744 -1.36 -0.92 -0.60
H 0.6181 -0.0406 -3.1005 0.24 -0.46 0.24
H 1.7567 -1.9774 -0.3359 -0.61 -0.08 0.42
H 0.1707 -3.1443 1.2862 -0.30 0.71 -0.04
H -2.3658 -2.9255 0.7899 0.49 -0.26 -0.05
H -3.0812 -2.3814 -1.3591 1.05 -0.04 -0.31
H -1.3345 -1.3708 -3.0563 -1.02 0.59 -2.10
```
Forces are in eV/Å.

Values from the calculation:
Max |F| = 5.10 eV/Å
Highest occupied orbital energy = -8.82 eV
Energy above the lowest of the compared OMol25 structures with the same formula, charge and spin = 156.46 kJ/mol
Charge = 0
E_LUMO = 0.903 eV
Orbital gap = 9.724 eV

Results of the Mulliken charge analysis, in e, for atoms 1 through 2: -1.33 0.97

---

Formula: C14H16
Source: the Open Molecules 2025 dataset
Level of theory: ωB97M-V/def2-TZVPD

The geometry in XYZ format:
```
30
Properties=species:S:1:pos:R:3:forces:R:3
C -1.4552 2.9172 -3.5352 -1.23 0.09 0.15
C -1.2081 2.3459 -2.1614 0.75 0.38 -0.73
C -0.0439 2.7251 -1.4962 0.36 -1.06 0.41
C 0.2308 2.1819 -0.2453 -0.15 -0.18 -0.45
C -0.6255 1.2267 0.2896 0.34 0.64 0.73
C -1.8015 0.8888 -0.3442 -0.31 0.09 -0.17
C -2.0817 1.4302 -1.5942 -0.13 0.71 0.34
H -0.7260 2.6096 -4.2765 0.13 -0.11 -0.05
H -1.5271 4.0069 -3.5425 0.37 0.02 0.18
H -2.4581 2.6059 -3.8502 0.25 -0.17 -0.28
H 0.7573 3.2445 -2.0060 -0.33 0.60 -0.02
H 1.1116 2.4831 0.3059 0.11 -0.09 -0.06
H -0.3756 0.8547 1.2728 -0.18 -0.30 0.07
H -2.5356 0.2895 0.1770 0.08 -0.30 -0.16
H -3.0305 1.2892 -2.0959 -0.01 -0.40 0.05
C 2.3646 -2.0326 -0.6289 -0.46 -0.02 -0.53
C 1.4963 -2.0028 0.5947 0.33 0.25 0.68
C 1.9857 -1.3434 1.7170 -0.13 -0.37 0.66
C 1.2338 -1.2839 2.8967 -0.07 0.90 -0.85
C -0.0079 -1.8822 2.9483 -0.27 -0.20 0.00
C -0.4547 -2.6699 1.8843 0.47 0.59 0.33
C 0.2604 -2.6469 0.7062 0.64 -0.42 -0.83
H 2.2263 -2.9152 -1.2536 -0.27 0.02 0.01
H 3.3987 -2.0290 -0.3554 0.69 -0.02 0.34
H 2.2338 -1.1439 -1.2502 -0.24 -0.03 -0.04
H 2.9851 -0.9190 1.7346 -0.11 0.10 -0.25
H 1.5671 -0.6021 3.6687 0.04 -0.30 0.28
H -0.6791 -1.7061 3.7764 0.17 -0.26 0.33
H -1.3132 -3.2945 2.0406 -0.49 0.04 -0.34
H -0.0473 -3.1752 -0.1890 -0.35 -0.21 0.18
```
Forces are in eV/Å.

Values from the calculation:
Max |F| = 1.24 eV/Å
Highest occupied orbital energy = -8.88 eV
Energy above the lowest of the compared OMol25 structures with the same formula, charge and spin = 41.32 kJ/mol
Charge = 0
E_LUMO = 0.955 eV
Orbital gap = 9.833 eV

Results of the Mulliken charge analysis, in e, for atoms 1 through 2: -1.36 0.88

---

Q: Among the records above, which one has the lowest highest occupied orbital energy?
A: number 6

---

Q: The highest energy above the lowest of the compared OMol25 structures with the same formula, charge and spin belongs to which entry?
A: number 3